# 1
Entry from the Open Molecules 2025 dataset: a single C6H9NO molecule in a non-equilibrium geometry (the ωB97M-V functional and the def2-TZVPD basis).

Summary:
Energy above the lowest of the compared OMol25 structures with the same formula, charge and spin ... 109.9 kcal/mol
Frontier orbital gap ... 9.8 eV

```
! wB97M-V def2-TZVPD RIJCOSX def2/J DEFGRID3
* xyz 0 1
O -1.316 0.126 -1.918
N -2.438 -0.089 0.116
C -1.898 1.318 -1.866
C -1.448 0.600 -0.610
C 1.986 0.513 0.914
C 0.720 0.083 0.278
C -0.191 1.005 0.104
C 0.629 -1.312 -0.337
H 2.717 0.280 0.115
H -0.184 1.973 0.549
H -2.129 -1.063 0.325
H 0.811 -2.082 0.463
H -2.555 0.259 1.065
H 1.541 -1.488 -1.128
H 2.112 -0.172 1.774
H 1.900 1.653 1.116
H -0.258 -1.603 -0.960
*
```


# 2
Entry from the Open Molecules 2025 dataset: a single C19H27F5O5SSi molecule in a non-equilibrium geometry (the ωB97M-V functional and the def2-TZVPD basis).

Summary:
Frontier orbital gap ... 9.7 eV
SMILES ... C[Si](C)(CCCCCCCCOC(=O)OS(=O)(=O)C(F)(F)C(F)(F)F)c1ccccc1

```
! wB97M-V def2-TZVPD RIJCOSX def2/J DEFGRID3
* xyz 0 1
S 3.441 -0.783 2.099
Si -0.821 1.941 -2.543
F 1.787 0.429 0.519
F 0.907 -0.006 2.448
F 2.533 1.847 3.625
F 3.384 2.336 1.683
F 1.261 2.581 2.052
O 0.889 -2.187 3.961
O 4.359 -0.147 2.974
O 2.829 -1.885 4.948
O 3.925 -1.116 0.808
O 2.830 -2.126 2.711
C 2.937 0.762 -3.916
C -2.232 2.455 -3.701
C 2.023 0.396 1.830
C 0.388 -3.210 3.037
C 1.290 -0.246 -5.374
C -2.222 1.091 -0.161
C -1.998 -2.814 2.120
C -3.210 -0.676 1.433
C 2.189 -2.045 3.990
C -1.107 -3.391 3.251
C 1.919 1.375 -3.190
C 0.267 0.361 -4.652
C -2.018 0.220 1.094
C 0.583 1.171 -3.554
C 2.613 -0.054 -4.993
C -0.174 3.470 -1.646
C -2.813 -1.615 2.596
C -1.353 0.598 -1.329
C 2.338 1.838 2.313
H -2.023 2.134 0.076
H -1.178 -0.455 0.947
H -3.032 1.721 -3.668
H -3.468 -1.266 0.554
H -3.710 -1.912 3.131
H 0.008 3.229 -0.599
H 1.055 -0.874 -6.222
H -2.603 3.432 -3.400
H -2.162 -1.021 3.236
H -3.277 1.028 -0.425
H -2.651 -3.616 1.783
H -0.876 4.298 -1.682
H -1.341 -2.554 1.293
H -0.416 0.187 -0.952
H -4.034 -0.041 1.747
H -0.774 0.226 -4.912
H 3.967 0.901 -3.626
H -1.304 -4.451 3.387
H 3.390 -0.556 -5.551
H -1.330 -2.908 4.200
H -1.827 2.557 -4.705
H -1.754 0.816 1.967
H 0.642 -2.936 2.016
H 2.118 2.010 -2.340
H -1.829 -0.227 -1.860
H 0.920 -4.131 3.267
H 0.744 3.842 -2.094
*
```


# 3
Entry from the Open Molecules 2025 dataset: a molecular structure, C13H23F5NO2P2Tb in a non-equilibrium geometry (the ωB97M-V functional and the def2-TZVPD basis).

Summary:
Energy above the lowest of the compared OMol25 structures with the same formula, charge and spin ... 0.0 kcal/mol
Frontier orbital gap (spin up / spin down) ... 8.4 / 8.5 eV

```
! wB97M-V def2-TZVPD RIJCOSX def2/J DEFGRID3
* xyz 2 7
Tb 0.432 -0.849 -0.399
P -2.176 -1.155 0.230
P 2.251 1.091 -0.876
F 2.548 -1.599 1.744
F -0.563 -0.738 3.296
F 1.040 0.676 2.692
F 0.791 -2.864 2.263
F 1.451 -0.913 4.163
O 3.266 -2.371 -1.310
O 0.923 -2.397 -1.933
N -0.693 0.747 -1.774
C -3.021 -2.734 0.533
C 3.359 0.720 -2.278
C -1.938 0.388 -2.188
C -2.626 1.123 -3.148
C -0.814 2.702 -3.139
C 3.316 2.113 0.168
C -0.159 1.918 -2.199
C -2.050 2.300 -3.636
C 1.167 2.378 -1.646
C 0.775 -0.636 3.025
C -2.494 -0.889 -1.599
C 1.142 -1.583 1.898
C -3.334 0.014 0.986
H 3.210 -2.394 -0.325
H -2.021 -1.771 -2.116
H -4.370 -0.304 0.805
H 3.984 2.728 -0.453
H 3.917 1.451 0.807
H 0.994 3.144 -0.871
H 0.538 -2.846 -2.704
H -2.745 -3.047 1.547
H 4.120 -2.772 -1.585
H 2.791 0.440 -3.173
H 1.969 -2.554 -1.895
H 3.963 1.611 -2.493
H -3.603 0.764 -3.479
H -3.179 1.034 0.613
H -0.319 3.607 -3.477
H -3.589 -0.923 -1.732
H 1.732 2.859 -2.451
H -4.112 -2.618 0.475
H -2.565 2.894 -4.393
H -2.689 -3.506 -0.171
H 2.704 2.753 0.817
H 4.026 -0.109 -2.013
H -3.138 0.013 2.068
*
```


Looking at DFT total energy for the records above, in order, we have -9900.8381; -62678.5106; -74026.2845 eV.